(1)
This record from the Open Molecules 2025 dataset describes C3H4BrO3Pd as an isolated structure at a distorted geometry. The level of theory is ωB97M-V with the def2-TZVPD basis set.

As for the frontier orbital gap: 3.89 eV. As for the HOMO energy: -13.585 eV.

```
! wB97M-V def2-TZVPD RIJCOSX def2/J DEFGRID3
* xyz 1 1
Pd 30.810 3.452 11.497
Br 29.479 2.942 13.069
C 27.613 2.120 15.073
C 28.632 2.371 16.119
O 28.192 1.787 17.289
C 27.249 0.828 16.937
O 26.799 0.061 17.789
O 26.992 0.929 15.648
H 27.993 1.927 14.070
H 26.892 2.935 15.133
H 28.694 3.428 16.377
H 29.594 1.882 15.967
*
```

(2)
This record from the Open Molecules 2025 dataset describes C3H4CdLiO3 as an isolated structure at a distorted geometry. The level of theory is ωB97M-V with the def2-TZVPD basis set.

As for the frontier orbital gap (alpha / beta): 4.34 / 4.35 eV. Its energy above the lowest of the compared OMol25 structures with the same formula, charge and spin is 314.4 kJ/mol. As for the HOMO energy (alpha / beta): -17.142 / -17.134 eV.

```
! wB97M-V def2-TZVPD RIJCOSX def2/J DEFGRID3
* xyz 2 2
C -1.571 0.088 -1.117
C -0.992 -0.839 -0.199
H -1.617 -0.413 -2.118
H -2.595 -0.163 -0.692
H -1.458 -0.739 0.798
O 1.037 0.761 1.001
C 2.104 0.112 0.780
O 2.203 -0.970 0.194
O 3.218 0.632 1.188
Cd 0.367 2.378 1.650
Li 0.747 -2.020 -0.463
H -1.442 1.174 -1.022
*
```

(3)
This record from the Open Molecules 2025 dataset describes C3H4CdO3 as an isolated structure at a distorted geometry. The level of theory is ωB97M-V with the def2-TZVPD basis set.

As for the frontier orbital gap (alpha / beta): 6.79 / 5.44 eV. Its energy above the lowest of the compared OMol25 structures with the same formula, charge and spin is 0.0 kJ/mol. As for the HOMO energy (alpha / beta): -2.807 / -2.642 eV.

```
! wB97M-V def2-TZVPD RIJCOSX def2/J DEFGRID3
* xyz -1 2
H -0.530 2.827 0.992
Cd 0.253 1.586 2.353
O 0.498 -0.038 -1.573
C 0.054 -1.052 -0.805
C 0.705 1.159 -0.777
O 0.237 -2.213 -1.138
O -0.460 -0.639 0.315
C -0.314 1.093 0.331
H 0.569 2.031 -1.428
H 1.752 1.114 -0.441
H -1.361 1.320 0.076
*
```

(4)
This record from the Open Molecules 2025 dataset describes C3H4CdO3 as an isolated structure at a distorted geometry. The level of theory is ωB97M-V with the def2-TZVPD basis set.

As for the frontier orbital gap: 7.80 eV. Its energy above the lowest of the compared OMol25 structures with the same formula, charge and spin is 403.7 kJ/mol. As for the HOMO energy: -9.549 eV.

```
! wB97M-V def2-TZVPD RIJCOSX def2/J DEFGRID3
* xyz 0 1
C 0.786 -0.852 0.205
O -1.537 -0.210 -0.470
C -1.647 1.163 0.060
C -0.588 -0.984 0.063
O -0.563 1.515 0.574
O -2.796 1.535 0.187
H 1.239 -0.797 1.200
H 0.683 -1.833 -0.584
H -0.983 -1.366 1.016
H 3.406 1.361 -1.272
Cd 2.000 0.468 -0.978
*
```

(5)
This record from the Open Molecules 2025 dataset describes C3H4CdO5 as an isolated structure at a distorted geometry. The level of theory is ωB97M-V with the def2-TZVPD basis set.

As for the frontier orbital gap (alpha / beta): 10.08 / 6.47 eV. As for the HOMO energy (alpha / beta): -14.356 / -14.356 eV.

```
! wB97M-V def2-TZVPD RIJCOSX def2/J DEFGRID3
* xyz 1 2
C 0.461 -1.666 1.891
C 0.054 -0.341 2.174
O -0.502 0.572 1.412
C -0.044 1.096 0.196
O -0.096 2.309 0.024
O -0.003 0.245 -0.717
O 0.502 -2.247 0.760
H 0.901 -2.209 2.732
H 0.298 0.046 3.164
H 0.386 -1.560 0.008
O -0.439 1.316 -4.304
H -1.229 1.471 -4.819
Cd -0.290 0.967 -2.522
*
```

(6)
This record from the Open Molecules 2025 dataset describes a 2-piece molecular cluster, C3H4Cl2 overall at a distorted geometry. The level of theory is ωB97M-V with the def2-TZVPD basis set.

As for the frontier orbital gap: 8.59 eV. Its energy above the lowest of the compared OMol25 structures with the same formula, charge and spin is 358.7 kJ/mol. As for the HOMO energy: -9.650 eV.

```
! wB97M-V def2-TZVPD RIJCOSX def2/J DEFGRID3
* xyz 0 1
C -0.789 0.276 -0.001
C -2.034 -0.255 -0.007
C 2.448 0.333 -0.377
Cl 2.672 -1.381 -0.260
Cl 3.365 1.112 0.726
H -0.542 1.272 -0.167
H 0.115 -0.403 0.154
H -2.360 -1.312 0.320
H -2.875 0.357 -0.388
*
```

(7)
This record from the Open Molecules 2025 dataset describes an isolated molecule of C3H4Cl2FNO at a distorted geometry. The level of theory is ωB97M-V with the def2-TZVPD basis set.

The SMILES is C/C(=N/O)C(F)(Cl)Cl. As for the frontier orbital gap: 10.63 eV. Its energy above the lowest of the compared OMol25 structures with the same formula, charge and spin is 231.6 kJ/mol. As for the HOMO energy: -10.068 eV.

```
! wB97M-V def2-TZVPD RIJCOSX def2/J DEFGRID3
* xyz 0 1
C -1.597 1.792 -0.598
C -1.098 0.513 -0.112
N -1.993 -0.342 0.230
O -1.465 -1.348 0.974
C 0.464 0.240 -0.200
F 1.234 1.018 -1.059
Cl 1.353 0.481 1.363
Cl 0.728 -1.394 -0.971
H -1.259 2.569 0.035
H -1.304 2.029 -1.681
H -2.649 1.528 -0.572
H -2.208 -1.868 1.144
*
```

(8)
This record from the Open Molecules 2025 dataset describes an isolated molecule of C3H4Cl2O at a distorted geometry. The level of theory is ωB97M-V with the def2-TZVPD basis set.

As for the frontier orbital gap (alpha / beta): 8.48 / 8.48 eV. Its energy above the lowest of the compared OMol25 structures with the same formula, charge and spin is 372.1 kJ/mol. As for the HOMO energy (alpha / beta): -8.311 / -8.310 eV.

```
! wB97M-V def2-TZVPD RIJCOSX def2/J DEFGRID3
* xyz 0 1
C 0.555 0.894 -0.369
C -0.701 0.529 0.471
C 0.267 -1.304 -0.133
O 1.239 -0.345 -0.292
Cl -2.229 0.836 -0.197
Cl 0.302 -2.336 1.243
H 0.213 1.109 -1.509
H 1.248 1.706 0.070
H -0.545 0.694 1.504
H -0.349 -1.782 -0.787
*
```

(9)
This record from the Open Molecules 2025 dataset describes an isolated molecule of C3H4Cl2O at a distorted geometry. The level of theory is ωB97M-V with the def2-TZVPD basis set.

As for the frontier orbital gap: 9.86 eV. Its energy above the lowest of the compared OMol25 structures with the same formula, charge and spin is 307.4 kJ/mol. As for the HOMO energy: -9.748 eV.

```
! wB97M-V def2-TZVPD RIJCOSX def2/J DEFGRID3
* xyz 0 1
C 0.256 -0.696 -0.183
C 0.982 0.648 0.401
C -1.824 0.166 -0.658
O -1.067 -0.478 0.246
Cl 2.712 0.477 -0.111
Cl -3.354 0.416 0.067
H 0.233 -0.820 -1.279
H 0.488 -1.675 0.194
H 1.066 0.396 1.470
H 0.509 1.567 -0.146
*
```

(10)
This record from the Open Molecules 2025 dataset describes a 2-piece molecular cluster, C3H4Cl2O3 overall at a distorted geometry. The level of theory is ωB97M-V with the def2-TZVPD basis set.

As for the frontier orbital gap: 8.65 eV. Its energy above the lowest of the compared OMol25 structures with the same formula, charge and spin is 235.5 kJ/mol. As for the HOMO energy: -9.645 eV.

```
! wB97M-V def2-TZVPD RIJCOSX def2/J DEFGRID3
* xyz 0 1
C 1.699 -0.810 -0.890
C -1.771 0.440 0.528
C -0.432 1.060 0.749
O 2.554 -0.277 -1.517
O 1.427 -2.151 -0.888
O 0.848 -0.232 0.017
Cl -0.107 2.472 -0.245
Cl 0.179 0.950 2.349
H -2.242 1.019 1.378
H -2.345 0.648 -0.395
H -1.597 -0.575 0.639
H 1.787 -2.545 -1.724
*
```

(11)
This record from the Open Molecules 2025 dataset describes an isolated molecule of C3H4Cl2O3 at a distorted geometry. The level of theory is ωB97M-V with the def2-TZVPD basis set.

As for the frontier orbital gap (alpha / beta): 8.85 / 8.85 eV. Its energy above the lowest of the compared OMol25 structures with the same formula, charge and spin is 521.5 kJ/mol. As for the HOMO energy (alpha / beta): -9.206 / -9.205 eV.

```
! wB97M-V def2-TZVPD RIJCOSX def2/J DEFGRID3
* xyz 0 1
C -1.184 0.767 0.934
C 0.836 -0.143 0.148
C 0.703 -0.349 -1.328
O 0.280 0.871 0.852
O -1.459 -0.476 1.394
O -0.709 -1.447 0.737
Cl 2.270 -0.764 0.843
Cl 2.220 0.130 -2.105
H -1.651 1.518 1.587
H -1.587 0.894 -0.100
H -0.173 0.290 -1.448
H 0.453 -1.289 -1.515
*
```

(12)
This record from the Open Molecules 2025 dataset describes an isolated molecule of C3H4Cl2S at a distorted geometry. The level of theory is ωB97M-V with the def2-TZVPD basis set.

The SMILES is CC(=S)C(Cl)Cl. As for the frontier orbital gap: 8.41 eV. Its energy above the lowest of the compared OMol25 structures with the same formula, charge and spin is 125.7 kJ/mol. As for the HOMO energy: -9.050 eV.

```
! wB97M-V def2-TZVPD RIJCOSX def2/J DEFGRID3
* xyz 0 1
C 0.695 0.889 0.617
C 0.106 0.242 -0.524
S 0.053 0.710 -2.099
C -0.688 -1.101 -0.335
Cl -1.847 -0.738 0.847
Cl 0.388 -2.402 -0.154
H 1.201 1.758 0.276
H -0.271 1.350 1.173
H 1.555 0.447 1.389
H -1.192 -1.155 -1.190
*
```

(13)
This record from the Open Molecules 2025 dataset describes an isolated molecule of C3H4Cl2S at a distorted geometry. The level of theory is ωB97M-V with the def2-TZVPD basis set.

The SMILES is CSC=C(Cl)Cl. As for the frontier orbital gap: 9.11 eV. Its energy above the lowest of the compared OMol25 structures with the same formula, charge and spin is 59.9 kJ/mol. As for the HOMO energy: -8.428 eV.

```
! wB97M-V def2-TZVPD RIJCOSX def2/J DEFGRID3
* xyz 0 1
C -3.122 -0.837 0.096
S -1.777 0.423 -0.063
C -0.393 -0.635 -0.029
C 0.823 -0.054 -0.100
Cl 1.037 1.631 0.041
Cl 2.236 -1.194 0.018
H -4.149 -0.360 0.164
H -3.294 -1.491 -0.839
H -3.033 -1.414 1.029
H -0.594 -1.771 -0.146
*
```

(14)
This record from the Open Molecules 2025 dataset describes an isolated molecule of C3H4Cl2S at a distorted geometry. The level of theory is ωB97M-V with the def2-TZVPD basis set.

As for the frontier orbital gap (alpha / beta): 8.35 / 9.23 eV. Its energy above the lowest of the compared OMol25 structures with the same formula, charge and spin is 33.6 kJ/mol. As for the HOMO energy (alpha / beta): -7.614 / -10.210 eV.

```
! wB97M-V def2-TZVPD RIJCOSX def2/J DEFGRID3
* xyz 0 3
C 0.570 -0.406 0.289
C -0.462 0.003 -0.707
C 2.198 0.013 0.340
S -0.888 1.642 -0.961
Cl 2.367 1.718 0.531
Cl 3.227 -0.815 -0.837
H 0.077 -0.119 1.168
H 0.470 -1.407 0.436
H -0.551 -0.545 -1.558
H -0.905 1.900 0.347
*
```

(15)
This record from the Open Molecules 2025 dataset describes a 2-piece molecular cluster, C3H4Cl4N4O2 overall at a distorted geometry. The level of theory is ωB97M-V with the def2-TZVPD basis set.

The SMILES is O/C=N\C(=N\Cl)N(Cl)Cl.O/C=N/Cl. As for the frontier orbital gap: 8.64 eV. Its energy above the lowest of the compared OMol25 structures with the same formula, charge and spin is 8.5 kJ/mol. As for the HOMO energy: -9.509 eV.

```
! wB97M-V def2-TZVPD RIJCOSX def2/J DEFGRID3
* xyz 0 1
O -1.040 1.828 2.275
C 0.086 1.061 2.238
N 0.914 0.726 1.327
C 0.772 1.027 0.006
N -0.410 1.018 -0.420
Cl -0.856 1.184 -2.091
N 1.934 1.274 -0.703
Cl 3.421 1.027 0.266
Cl 2.070 0.622 -2.298
H -1.331 1.978 1.372
H 0.305 0.455 3.130
O -0.939 -1.826 -2.355
C -1.276 -2.025 -1.052
N -0.378 -2.236 -0.107
Cl -0.975 -2.581 1.449
H -0.002 -1.697 -2.140
H -2.296 -1.834 -0.899
*
```

(16)
This record from the Open Molecules 2025 dataset describes an isolated molecule of C3H4ClF at a distorted geometry. The level of theory is ωB97M-V with the def2-TZVPD basis set.

The SMILES is F[C@@H]1C[C@H]1Cl. As for the frontier orbital gap: 10.43 eV. Its energy above the lowest of the compared OMol25 structures with the same formula, charge and spin is 177.2 kJ/mol. As for the HOMO energy: -9.518 eV.

```
! wB97M-V def2-TZVPD RIJCOSX def2/J DEFGRID3
* xyz 0 1
F 1.446 1.468 -0.053
C 0.388 0.781 0.410
C 0.378 -1.021 -0.008
C -0.607 0.064 -0.513
Cl -2.426 0.056 0.109
H -0.055 1.173 1.342
H 1.301 -1.285 -0.629
H 0.233 -1.595 0.877
H -0.659 0.360 -1.535
*
```

(17)
This record from the Open Molecules 2025 dataset describes an isolated molecule of C3H4ClF at a distorted geometry. The level of theory is ωB97M-V with the def2-TZVPD basis set.

The SMILES is C/C(Cl)=C\F. As for the frontier orbital gap: 10.28 eV. Its energy above the lowest of the compared OMol25 structures with the same formula, charge and spin is 44.6 kJ/mol. As for the HOMO energy: -9.302 eV.

```
! wB97M-V def2-TZVPD RIJCOSX def2/J DEFGRID3
* xyz 0 1
C 0.177 1.094 0.012
C 0.343 -0.364 -0.127
Cl 2.012 -0.917 -0.027
C -0.635 -1.231 0.025
F -1.869 -0.923 -0.059
H -0.306 1.577 -0.829
H -0.288 1.501 0.935
H 1.148 1.553 -0.084
H -0.583 -2.290 0.155
*
```

(18)
This record from the Open Molecules 2025 dataset describes a 2-piece molecular cluster, C3H4ClF overall at a distorted geometry. The level of theory is ωB97M-V with the def2-TZVPD basis set.

As for the frontier orbital gap: 9.90 eV. Its energy above the lowest of the compared OMol25 structures with the same formula, charge and spin is 331.9 kJ/mol. As for the HOMO energy: -9.325 eV.

```
! wB97M-V def2-TZVPD RIJCOSX def2/J DEFGRID3
* xyz 0 1
C -0.268 -0.891 -0.186
C 1.247 1.952 0.905
C -0.096 0.322 0.398
F 1.373 1.484 2.132
Cl 2.724 1.784 -0.047
H -1.253 -1.326 -0.007
H 0.565 -1.492 -0.579
H 0.676 2.858 0.631
H -1.045 0.808 0.666
*
```

(19)
This record from the Open Molecules 2025 dataset describes an isolated molecule of C3H4ClF at a distorted geometry. The level of theory is ωB97M-V with the def2-TZVPD basis set.

The SMILES is C/C(Cl)=C\F. As for the frontier orbital gap: 10.40 eV. Its energy above the lowest of the compared OMol25 structures with the same formula, charge and spin is 229.3 kJ/mol. As for the HOMO energy: -9.511 eV.

```
! wB97M-V def2-TZVPD RIJCOSX def2/J DEFGRID3
* xyz 0 1
C 1.127 -0.137 0.640
C -0.427 0.188 0.363
Cl -1.516 0.640 1.644
C -0.901 0.177 -0.863
F -0.317 -0.043 -2.028
H 1.876 0.850 0.668
H 1.121 -0.927 1.264
H 1.118 -0.836 -0.488
H -2.081 0.088 -1.200
*
```

(20)
This record from the Open Molecules 2025 dataset describes a 2-piece molecular cluster, C3H4ClFN overall at a distorted geometry. The level of theory is ωB97M-V with the def2-TZVPD basis set.

As for the frontier orbital gap: 8.70 eV. Its energy above the lowest of the compared OMol25 structures with the same formula, charge and spin is 62.0 kJ/mol. As for the HOMO energy: -14.316 eV.

```
! wB97M-V def2-TZVPD RIJCOSX def2/J DEFGRID3
* xyz 1 1
C -1.974 0.316 0.637
C 1.460 -0.373 0.539
C -0.065 0.285 -0.940
N -1.158 0.471 -0.178
F 0.765 -0.849 1.584
Cl -0.013 -0.993 -2.071
H -2.897 0.411 1.172
H 1.911 0.489 0.804
H 1.724 -1.097 -0.148
H 0.248 1.340 -1.397
*
```